Record 1
ORCA calculation (the ωB97M-V functional and the def2-TZVPD basis) on one molecule with the formula C3H6S3 at a distorted geometry.

Geometry as XYZ:
```
12
Properties=species:S:1:pos:R:3
S -1.623 -0.338 1.643
C -0.023 -0.189 0.753
C -0.098 -0.657 -0.714
S 1.286 -1.831 -1.309
C 0.370 0.659 -0.463
S -0.557 2.281 -0.717
H -1.669 1.032 1.900
H 0.692 -0.877 1.291
H -1.011 -0.720 -1.193
H 0.906 -3.054 -0.822
H 1.493 0.737 -0.607
H 0.234 2.957 0.237
```

* HOMO-LUMO gap: 9.5234 eV
* calculated total energy: -1312.3848 a.u.
* F_max: 0.0787 Eh/bohr
* energy relative to the best compared isomer or geometry (same formula, charge and spin): 197.7 kJ/mol

=====

Record 2
ORCA calculation (the ωB97M-V functional and the def2-TZVPD basis) on one molecule with the formula C3H6S3Si at a distorted geometry.

Geometry as XYZ:
```
13
Properties=species:S:1:pos:R:3
S 4.195 -0.366 -0.504
Si 3.057 0.236 0.989
S 0.891 0.641 1.029
C 0.178 0.221 -0.637
C -1.390 0.483 -0.449
C -2.216 -0.685 0.044
S -2.329 -0.284 -1.703
H 3.452 0.328 2.460
H 0.170 -0.864 -0.722
H 0.441 0.812 -1.387
H -1.723 1.419 -0.078
H -3.111 -0.467 0.577
H -1.616 -1.473 0.381
```

* HOMO-LUMO gap: 8.7600 eV
* calculated total energy: -1601.9475 a.u.
* F_max: 0.1284 Eh/bohr
* energy relative to the best compared isomer or geometry (same formula, charge and spin): 134.5 kJ/mol

=====

Record 3
ORCA calculation (the ωB97M-V functional and the def2-TZVPD basis) on a 2-piece molecular cluster, C3H6SSe overall at a distorted geometry.

Geometry as XYZ:
```
11
Properties=species:S:1:pos:R:3
C -1.668 -0.353 1.500
C -0.336 -0.591 1.625
C 0.931 -0.248 1.040
S 2.247 -1.048 1.253
H -2.389 -0.464 2.319
H -1.931 0.301 0.737
H 0.021 -1.107 2.479
H 0.920 0.629 0.321
Se -0.886 -0.939 -2.322
H -1.162 0.098 -1.015
H -2.359 -1.096 -2.154
```

* HOMO-LUMO gap: 8.0634 eV
* calculated total energy: -2917.4010 a.u.
* F_max: 0.0990 Eh/bohr
* energy relative to the best compared isomer or geometry (same formula, charge and spin): 124.2 kJ/mol

=====

Record 4
ORCA calculation (the ωB97M-V functional and the def2-TZVPD basis) on a 2-piece molecular cluster, C3H7BO overall at a distorted geometry.

Geometry as XYZ:
```
12
Properties=species:S:1:pos:R:3
B 0.889 0.081 0.824
C -2.493 -0.131 -0.580
C -1.894 -0.628 0.483
C 1.548 0.714 -0.540
O 1.502 -0.550 1.727
H -3.489 -0.463 -0.983
H -2.035 0.602 -1.207
H -1.922 -1.298 1.354
H 0.852 1.099 -1.225
H 2.058 -0.026 -1.151
H 2.440 1.240 -0.342
H 2.544 -0.638 1.640
```

* HOMO-LUMO gap (spin up / spin down): 7.7054 / 7.2282 eV
* calculated total energy: -218.4383 a.u.
* F_max: 0.1082 Eh/bohr
* energy relative to the best compared isomer or geometry (same formula, charge and spin): 381.7 kJ/mol

=====

Record 5
ORCA calculation (the ωB97M-V functional and the def2-TZVPD basis) on a 2-piece molecular cluster, C3H7BO2 overall at a distorted geometry.

Geometry as XYZ:
```
13
Properties=species:S:1:pos:R:3
B -2.500 0.049 0.968
C 0.882 -1.112 -1.431
C 0.750 -0.432 -0.365
C 0.948 0.865 0.357
O -1.818 0.756 0.020
O -3.064 -1.184 0.820
H 1.123 -0.631 -2.324
H 0.772 -2.169 -1.563
H 1.038 1.629 -0.365
H 0.144 0.996 0.984
H 1.797 0.604 0.945
H -1.733 0.551 -0.889
H -3.139 -1.607 0.000
```

* HOMO-LUMO gap (spin up / spin down): 8.4869 / 9.6237 eV
* calculated total energy: -293.7184 a.u.
* F_max: 0.0690 Eh/bohr
* 2S+1: 3
* <S²>: 2.010
* energy relative to the best compared isomer or geometry (same formula, charge and spin): 0.0 kJ/mol

=====

Record 6
ORCA calculation (the ωB97M-V functional and the def2-TZVPD basis) on C3H7BO2S as an isolated structure at a distorted geometry.

Geometry as XYZ:
```
14
Properties=species:S:1:pos:R:3
B -1.648 0.057 0.096
C 1.298 -0.081 -0.417
C 0.708 -1.385 0.247
C 0.608 1.140 0.079
O -0.638 -1.571 -0.031
O -0.848 1.059 0.050
S -3.421 0.099 0.029
H 2.380 -0.255 0.037
H 1.256 -0.171 -1.522
H 1.200 -2.269 -0.145
H 0.825 -1.377 1.367
H 0.851 1.260 1.075
H 0.716 2.049 -0.532
H -3.285 1.446 -0.333
```

* HOMO-LUMO gap: 9.4841 eV
* calculated total energy: -692.0311 a.u.
* F_max: 0.1079 Eh/bohr
* energy relative to the best compared isomer or geometry (same formula, charge and spin): 213.1 kJ/mol

=====

Record 7
ORCA calculation (the ωB97M-V functional and the def2-TZVPD basis) on a 2-piece molecular cluster, C3H7BrN overall at a distorted geometry.

Geometry as XYZ:
```
12
Properties=species:S:1:pos:R:3
C -0.607 -0.219 -1.294
C -0.322 1.170 -0.906
C 0.777 0.256 -1.160
N 0.796 -0.442 1.390
Br 2.494 0.109 -1.411
H -0.918 -0.874 -0.537
H -0.737 -0.472 -2.267
H -0.110 1.976 -1.463
H -0.658 1.461 0.091
H -0.157 -0.617 1.695
H 1.274 0.372 1.853
H 1.475 -1.215 1.268
```

* total charge: +1
* HOMO-LUMO gap: 8.3677 eV
* calculated total energy: -2746.8708 a.u.
* F_max: 0.0806 Eh/bohr
* energy relative to the best compared isomer or geometry (same formula, charge and spin): 264.3 kJ/mol

=====

Record 8
ORCA calculation (the ωB97M-V functional and the def2-TZVPD basis) on a 2-piece molecular cluster, C3H7BrN2S overall at a distorted geometry.

Geometry as XYZ:
```
14
Properties=species:S:1:pos:R:3
C 1.094 1.584 0.352
C -0.170 -1.438 0.643
C -0.006 -0.742 -0.760
N 0.466 2.477 1.033
N -0.334 0.650 -0.833
S 2.547 1.119 0.131
Br -2.049 1.249 -0.446
H -1.090 -1.070 1.160
H -0.416 -2.516 0.683
H 0.683 -1.389 1.337
H 1.061 -0.717 -0.859
H -0.582 -1.416 -1.438
H -0.600 2.734 1.143
H 1.089 3.047 1.702
```

* HOMO-LUMO gap (spin up / spin down): 8.1461 / 8.1452 eV
* calculated total energy: -3200.0912 a.u.
* F_max: 0.0912 Eh/bohr
* energy relative to the best compared isomer or geometry (same formula, charge and spin): 223.1 kJ/mol

=====

Record 9
ORCA calculation (the ωB97M-V functional and the def2-TZVPD basis) on a 2-piece molecular cluster, C3H7Cl overall at a distorted geometry.

Geometry as XYZ:
```
11
Properties=species:S:1:pos:R:3
C -1.913 0.092 0.311
C -1.496 -0.945 1.009
C 2.036 0.423 -0.952
Cl 2.100 0.415 0.982
H -1.657 0.308 -0.729
H -2.650 0.757 0.714
H 2.947 0.884 -1.353
H -1.729 -0.991 2.017
H -0.675 -1.514 0.571
H 1.874 -0.596 -1.301
H 1.163 1.167 -1.269
```

* HOMO-LUMO gap (spin up / spin down): 6.2336 / 8.6838 eV
* calculated total energy: -578.4625 a.u.
* F_max: 0.2160 Eh/bohr
* 2S+1: 3
* <S²>: 2.005
* energy relative to the best compared isomer or geometry (same formula, charge and spin): 180.0 kJ/mol

=====

Record 10
ORCA calculation (the ωB97M-V functional and the def2-TZVPD basis) on C3H7Cl2 as an isolated structure at a distorted geometry.

Geometry as XYZ:
```
12
Properties=species:S:1:pos:R:3
Cl -0.967 -0.452 2.955
Cl 1.425 -0.556 1.676
C -1.147 0.184 -0.504
C 0.275 0.678 -0.493
C 1.179 -0.496 -0.047
H -1.880 0.952 -0.638
H -1.369 -0.634 -1.210
H -1.410 -0.356 0.408
H 0.507 0.959 -1.544
H 0.356 1.528 0.200
H 2.203 -0.340 -0.396
H 0.829 -1.468 -0.408
```

* HOMO-LUMO gap (spin up / spin down): 11.2994 / 7.8250 eV
* calculated total energy: -1038.8209 a.u.
* F_max: 0.0355 Eh/bohr
* 2S+1: 2
* <S²>: 0.753
* energy relative to the best compared isomer or geometry (same formula, charge and spin): 0.0 kJ/mol

=====

Record 11
ORCA calculation (the ωB97M-V functional and the def2-TZVPD basis) on a 2-piece molecular cluster, C3H7Cl2NO overall at a distorted geometry.

Geometry as XYZ:
```
14
Properties=species:S:1:pos:R:3
C 0.464 1.373 0.609
C 0.502 0.166 -0.303
C -0.636 -0.800 -0.002
O 1.414 0.003 -1.031
H 1.369 1.412 1.045
H 0.005 2.268 0.102
H -0.429 1.132 1.295
H 0.018 -1.504 0.607
H -1.001 -1.354 -0.857
H -1.411 -0.213 0.561
Cl 4.621 0.718 1.447
N 4.862 0.501 -0.247
Cl 5.225 -1.169 -0.692
H 4.058 0.724 -0.802
```

* HOMO-LUMO gap: 9.7394 eV
* calculated total energy: -1168.7723 a.u.
* F_max: 0.1185 Eh/bohr
* energy relative to the best compared isomer or geometry (same formula, charge and spin): 347.2 kJ/mol

=====

Record 12
ORCA calculation (the ωB97M-V functional and the def2-TZVPD basis) on C3H7Cl4Hg2O as an isolated structure at a distorted geometry.

Geometry as XYZ:
```
17
Properties=species:S:1:pos:R:3
Hg 1.302 3.167 -0.907
Hg 3.254 1.273 -3.671
C 0.707 0.077 -1.707
O 1.752 1.007 -1.832
H -0.127 0.723 -1.433
H 0.585 -0.387 -2.685
H 0.859 -0.703 -0.960
C -2.697 0.603 0.752
Cl -2.829 -0.625 -0.557
Cl -4.374 0.801 1.462
H -2.026 0.128 1.467
H -2.226 1.509 0.371
C 1.224 -1.489 1.794
Cl 1.936 -0.866 3.294
Cl -0.277 -2.389 2.049
H 0.997 -0.623 1.172
H 1.940 -2.206 1.392
```

* total charge: +3
* HOMO-LUMO gap: 2.2959 eV
* calculated total energy: -2339.8189 a.u.
* F_max: 0.0606 Eh/bohr
* energy relative to the best compared isomer or geometry (same formula, charge and spin): 157.4 kJ/mol

=====

Record 13
ORCA calculation (the ωB97M-V functional and the def2-TZVPD basis) on C3H7ClMgNO as an isolated structure at a distorted geometry.

Geometry as XYZ:
```
14
Properties=species:S:1:pos:R:3
Mg -3.041 -0.477 2.144
Cl -1.266 -1.498 3.398
C -1.196 0.144 -0.437
O -1.931 -0.044 0.568
N 0.122 0.243 -0.412
C 0.964 0.432 -1.589
C 0.949 -0.121 0.686
H -1.725 0.438 -1.357
H 1.462 -0.449 -1.994
H 1.710 1.218 -1.466
H 0.380 0.716 -2.464
H 1.289 -1.152 0.588
H 1.806 0.552 0.673
H 0.476 -0.002 1.661
```

* HOMO-LUMO gap (spin up / spin down): 5.8956 / 9.2108 eV
* calculated total energy: -908.8206 a.u.
* F_max: 0.0415 Eh/bohr
* 2S+1: 2
* <S²>: 0.751
* energy relative to the best compared isomer or geometry (same formula, charge and spin): 0.0 kJ/mol

=====

Record 14
ORCA calculation (the ωB97M-V functional and the def2-TZVPD basis) on a 2-piece molecular cluster, C3H7ClN2O overall at a distorted geometry.

Geometry as XYZ:
```
14
Properties=species:S:1:pos:R:3
C 0.524 -2.116 0.453
C 0.351 -1.264 1.601
C -0.290 1.758 0.252
N -0.972 1.044 -1.710
N -0.202 0.966 -0.692
O 1.347 -0.959 0.370
Cl -1.199 3.253 0.217
H 1.062 -3.035 0.511
H -0.121 -1.983 -0.415
H 1.147 -1.405 2.300
H 0.220 1.791 1.245
H -1.586 1.782 -1.891
H -1.065 0.334 -2.375
H 0.785 -0.165 0.134
```

* HOMO-LUMO gap: 8.2235 eV
* calculated total energy: -763.2237 a.u.
* F_max: 0.0777 Eh/bohr
* energy relative to the best compared isomer or geometry (same formula, charge and spin): 560.7 kJ/mol

=====

Record 15
ORCA calculation (the ωB97M-V functional and the def2-TZVPD basis) on one molecule with the formula C3H7ClN2S at a distorted geometry.

Geometry as XYZ:
```
14
Properties=species:S:1:pos:R:3
C -2.055 -0.528 -0.426
N -0.778 -1.048 0.143
C 0.186 -0.259 0.363
C 1.509 -0.788 0.866
Cl 2.736 -0.903 -0.457
N 0.002 1.078 0.051
S 1.175 2.317 0.036
H -2.511 0.325 0.193
H -1.990 -0.121 -1.479
H -2.776 -1.327 -0.374
H 1.962 -0.219 1.679
H 1.290 -1.826 1.122
H -0.658 1.311 -0.655
H 1.909 1.986 -1.063
```

* HOMO-LUMO gap: 10.2753 eV
* calculated total energy: -1086.3642 a.u.
* F_max: 0.0391 Eh/bohr
* energy relative to the best compared isomer or geometry (same formula, charge and spin): 63.9 kJ/mol

=====

Record 16
ORCA calculation (the ωB97M-V functional and the def2-TZVPD basis) on a 2-piece molecular cluster, C3H7ClNO overall at a distorted geometry.

Geometry as XYZ:
```
13
Properties=species:S:1:pos:R:3
C -1.836 0.872 -0.658
C 0.374 -1.027 0.032
C 1.943 0.154 1.219
N 0.749 0.001 0.973
O -1.299 0.950 -1.763
Cl -1.274 1.853 0.668
H 0.889 -0.900 -0.880
H 0.621 -1.944 0.478
H -0.731 -1.004 0.039
H 2.193 0.926 1.916
H 2.830 -0.534 0.935
H -1.709 0.317 -2.507
H -2.752 0.336 -0.452
```

* total charge: +1
* HOMO-LUMO gap: 7.3173 eV
* calculated total energy: -708.3066 a.u.
* F_max: 0.0848 Eh/bohr
* energy relative to the best compared isomer or geometry (same formula, charge and spin): 262.5 kJ/mol

=====

Record 17
ORCA calculation (the ωB97M-V functional and the def2-TZVPD basis) on a 2-piece molecular cluster, C3H7ClO2 overall at a distorted geometry.

Geometry as XYZ:
```
13
Properties=species:S:1:pos:R:3
O -1.575 -0.939 -0.570
C -2.242 -0.244 0.433
O -3.204 -1.138 0.958
Cl -2.852 1.341 -0.043
H -2.296 -1.253 -1.324
H -1.370 0.024 1.003
H -3.761 -0.813 1.681
C 1.197 0.465 -0.066
C 0.781 -0.214 -1.200
H 0.680 1.325 -0.204
H 1.774 -0.008 0.759
H -0.022 0.317 -1.640
H 1.255 -1.219 -1.394
```

* HOMO-LUMO gap: 10.0440 eV
* calculated total energy: -729.0770 a.u.
* F_max: 0.1010 Eh/bohr
* energy relative to the best compared isomer or geometry (same formula, charge and spin): 300.1 kJ/mol

=====

Record 18
ORCA calculation (the ωB97M-V functional and the def2-TZVPD basis) on C3H7ClO3 as an isolated structure at a distorted geometry.

Geometry as XYZ:
```
14
Properties=species:S:1:pos:R:3
C -0.784 0.315 -1.028
C 0.507 0.114 -0.372
C 0.361 -0.015 1.571
O -0.887 -0.481 -2.175
O 1.499 0.962 -0.618
O 0.193 -1.330 2.071
Cl -0.797 1.112 2.045
H -1.070 1.262 -1.586
H -1.570 0.048 -0.245
H 0.883 -0.973 -0.653
H 1.358 0.335 1.972
H -0.541 -1.370 -2.079
H 1.313 1.886 -0.436
H -0.465 -1.866 1.535
```

* HOMO-LUMO gap: 9.7262 eV
* calculated total energy: -804.3265 a.u.
* F_max: 0.0962 Eh/bohr
* energy relative to the best compared isomer or geometry (same formula, charge and spin): 183.6 kJ/mol

=====

Record 19
ORCA calculation (the ωB97M-V functional and the def2-TZVPD basis) on a 2-piece molecular cluster, C3H7ClOS overall at a distorted geometry.

Geometry as XYZ:
```
13
Properties=species:S:1:pos:R:3
C -0.951 0.128 -0.270
C 0.401 -0.119 -0.950
C 0.591 0.310 -2.353
O 1.378 1.133 -2.757
H -0.880 1.042 0.330
H -1.794 0.516 -0.879
H -1.247 -0.676 0.415
H 1.087 0.309 -0.233
H 0.581 -1.231 -1.084
H -0.136 -0.240 -2.862
S 0.359 0.004 2.837
Cl -0.798 -0.434 4.461
H 1.411 -0.742 3.345
```

* HOMO-LUMO gap: 9.3733 eV
* calculated total energy: -1052.0656 a.u.
* F_max: 0.0562 Eh/bohr
* energy relative to the best compared isomer or geometry (same formula, charge and spin): 155.5 kJ/mol

=====

Record 20
ORCA calculation (the ωB97M-V functional and the def2-TZVPD basis) on C3H7DyO2 as an isolated structure at a distorted geometry.

Geometry as XYZ:
```
13
Properties=species:S:1:pos:R:3
C 1.080 -0.773 0.246
O 0.500 -0.109 1.391
C -0.254 0.941 1.245
C -0.251 1.845 0.214
H 0.007 -1.643 -0.181
H 2.099 -0.800 0.672
H 1.646 -1.245 -0.572
H -1.057 0.958 1.987
H 0.642 1.998 -0.401
H -1.029 2.611 0.248
Dy -1.316 0.419 -1.739
O -1.261 -1.766 -1.299
H -0.804 -2.437 -1.811
```

* total charge: +2
* HOMO-LUMO gap (spin up / spin down): 9.1523 / 5.5430 eV
* calculated total energy: -1153.1049 a.u.
* F_max: 0.0721 Eh/bohr
* 2S+1: 6
* <S²>: 9.777
* energy relative to the best compared isomer or geometry (same formula, charge and spin): 503.2 kJ/mol